This record from the OMol25 dataset describes a molecular structure, C2H5NOS. The level of theory is the ωB97M-V functional and the def2-TZVPD basis.

The geometry in XYZ format:
```
10
Properties=species:S:1:pos:R:3:forces:R:3
C -1.836184 0.380808 -0.009678 -1.563 0.450 -3.004
C 1.015586 0.335121 -0.131392 -1.896 -4.109 1.427
H -1.262218 1.259528 -0.611682 -2.252 -1.642 1.199
H -2.695820 -0.338389 -0.732625 1.960 3.203 2.337
H -2.194741 0.763327 0.995691 0.289 -0.783 -1.328
H 3.032420 -0.513297 0.548774 -4.269 -0.811 -3.070
H 1.598593 -1.834155 0.207744 1.086 4.673 -1.357
N 1.986301 -0.755925 -0.162514 3.167 0.002 3.938
O 0.940387 1.527299 -0.053926 1.298 -1.488 -0.531
S -0.584325 -0.824315 -0.050390 2.181 0.503 0.389
```
Positions in Å, forces in eV/Å.

Energy ... -607.27366 Eh
HOMO energy ... -8.8 eV
Orbital gap ... 9.02 eV
LUMO level ... 0.2 eV
Net charge ... 0
Energy above the lowest of the compared OMol25 structures with the same formula, charge and spin ... 349.6 kJ/mol

Atomic partial charges in e from the Mulliken method, atoms 1 to 6:
1 C -0.657
2 C 0.600
3 H 0.219
4 H 0.239
5 H 0.262
6 H 0.318